{"formula": "C6H13NO2", "method": "the ωB97M-V functional and the def2-TZVPD basis", "species": ["C", "C", "C", "C", "C", "N", "C", "O", "O", "H", "H", "H", "H", "H", "H", "H", "H", "H", "H", "H", "H", "H"], "positions_angstrom": [[0.87748, 0.01912, 3.10601], [-0.18239, -0.28792, 2.02614], [0.60235, -0.06320, 0.73206], [1.13891, 1.40927, 0.50911], [0.10533, -0.66101, -0.64277], [1.18008, -0.42773, -1.55135], [-1.20798, -0.20246, -1.25372], [-2.33937, -0.68744, -1.14226], [-0.97469, 0.77459, -2.16303], [1.77893, -0.59539, 3.05200], [0.46048, -0.09493, 4.11976], [1.19404, 1.08587, 3.05483], [-0.74192, -1.27037, 2.18714], [-0.95196, 0.43876, 2.12351], [1.56245, -0.65495, 0.83485], [0.27890, 2.10669, 0.48735], [1.89623, 1.60919, 1.32074], [1.75495, 1.40253, -0.42962], [-0.04413, -1.73760, -0.54725], [0.95540, -0.91895, -2.34498], [2.01331, -0.97275, -1.31206], [0.09299, 0.61593, -2.10542]], "forces_ev_per_angstrom": [[-0.7, 0.6, 1.3], [0.8, -0.6, 0.2], [1.1, -0.6, -1.4], [0.5, -1.1, 0.4], [-0.8, -1.4, 2.8], [1.5, 0.2, 0.0], [-3.1, 0.1, -1.4], [2.9, 0.8, 0.7], [3.1, -1.3, 1.1], [-0.2, -0.1, -0.2], [0.1, -0.1, -0.3], [-0.3, -0.8, 0.0], [1.3, 0.9, -0.6], [-0.8, 0.8, 0.0], [-0.9, 0.4, 0.1], [0.8, 0.0, 0.0], [-1.2, 0.3, -0.8], [-1.0, 0.4, 0.8], [-0.1, -0.1, 0.6], [-0.8, -1.3, -2.9], [0.0, 0.8, 0.7], [-2.3, 2.1, -1.1]], "nbo_charge": [-0.61, -0.42, -0.18, -0.64, -0.18, -0.84, 0.75, -0.58, -0.68, 0.20, 0.21, 0.21, 0.22, 0.21, 0.18, 0.22, 0.22, 0.23, 0.21, 0.37, 0.39, 0.49], "e_lumo_ev": 0.5105, "orbital_gap_ev": 10.653, "smiles": "CC[C@H](C)[C@H](N)C(=O)O", "multiplicity": 1}

---

{"formula": "C42H42F14O42", "method": "the ωB97M-V functional and the def2-TZVPD basis", "species": ["C", "C", "O", "C", "O", "O", "F", "H", "H", "H", "C", "C", "O", "C", "O", "O", "F", "H", "H", "H", "C", "C", "O", "C", "O", "O", "F", "H", "H", "H", "C", "C", "O", "C", "O", "O", "F", "H", "H", "H", "C", "C", "O", "C", "O", "O", "F", "H", "H", "H", "C", "C", "O", "C", "O", "O", "F", "H", "H", "H", "C", "C", "O", "C", "O", "O", "F", "H", "H", "H", "C", "C", "O", "C", "O", "O", "F", "H", "H", "H", "C", "C", "O", "C", "O", "O", "F", "H", "H", "H", "C", "C", "O", "C", "O", "O", "F", "H", "H", "H", "C", "C", "O", "C", "O", "O", "F", "H", "H", "H", "C", "C", "O", "C", "O", "O", "F", "H", "H", "H", "C", "C", "O", "C", "O", "O", "F", "H", "H", "H", "C", "C", "O", "C", "O", "O", "F", "H", "H", "H"], "positions_angstrom": [[-6.78881, -0.60106, 0.02802], [-6.06814, 0.49895, 0.79445], [-4.69563, 0.28944, 0.54237], [-4.60306, -1.02232, 0.06320], [-3.56347, -1.61284, -0.14165], [-5.79060, -1.63363, 0.15411], [-6.25560, 0.47297, 2.16493], [-6.94621, -0.46335, -1.04173], [-7.73767, -0.88580, 0.48265], [-6.27357, 1.51939, 0.47104], [0.18738, 1.15276, -0.36040], [-0.87845, 0.14757, -0.66393], [-0.45061, -0.95847, -0.01757], [0.46346, -0.69636, 0.84947], [0.98858, -1.61048, 1.55627], [0.78019, 0.61085, 0.77798], [-0.89943, -0.06611, -2.00285], [-0.18283, 2.12629, -0.03903], [0.88328, 1.31624, -1.18326], [-1.86003, 0.49159, -0.33795], [-2.31068, 4.58840, -2.67803], [-3.69707, 4.00937, -2.93765], [-4.04962, 3.57603, -1.64859], [-2.89558, 3.24116, -0.95589], [-2.85580, 2.67552, 0.12560], [-1.82942, 3.75494, -1.64914], [-3.33851, 2.94910, -3.64472], [-2.22146, 5.57291, -2.21881], [-1.68354, 4.59610, -3.56952], [-4.46687, 4.47957, -3.54954], [1.37293, 5.46757, 0.23800], [0.65385, 6.40469, -0.74322], [1.12267, 5.85990, -1.98114], [1.51052, 4.63914, -1.77580], [1.85298, 3.86761, -2.65541], [1.33656, 4.22128, -0.49179], [1.08632, 7.63257, -0.61096], [0.99208, 5.30806, 1.24677], [2.37219, 5.89291, 0.33111], [-0.43407, 6.34167, -0.71942], [0.51118, -0.78750, -6.47549], [0.09482, 0.59070, -5.87127], [-1.14806, 0.79467, -6.48762], [-1.62499, -0.36133, -7.10342], [-2.69941, -0.43680, -7.81236], [-0.74204, -1.31997, -6.99993], [1.01609, 1.51125, -6.13643], [0.92984, -1.41684, -5.69016], [1.26325, -0.67980, -7.25709], [-0.02761, 0.59644, -4.78818], [-0.77347, -5.72701, 5.68147], [0.41473, -4.77698, 5.76245], [0.06897, -3.89555, 6.84093], [-1.15470, -4.20481, 7.30894], [-1.80793, -3.46296, 8.14359], [-1.45775, -5.40707, 6.86760], [0.62449, -4.12402, 4.61182], [-0.52972, -6.77402, 5.50130], [-1.47218, -5.42105, 4.90283], [1.36126, -5.29643, 5.91197], [-4.93456, 0.60110, -5.76736], [-4.62845, -0.52859, -4.78867], [-5.62617, -0.33757, -3.80613], [-6.49040, 0.54987, -4.23507], [-7.59696, 0.83717, -3.77172], [-5.90850, 1.28253, -5.15980], [-3.32789, -0.44943, -4.35301], [-5.38218, 0.28117, -6.70830], [-4.02608, 1.14700, -6.02185], [-4.69242, -1.50670, -5.26543], [2.71162, 2.49988, 4.43151], [2.36941, 3.56219, 3.35480], [3.21542, 4.68460, 3.60622], [3.87469, 4.41575, 4.68463], [4.94952, 4.98693, 5.01639], [3.34896, 3.44764, 5.32404], [1.08365, 3.97815, 3.49660], [3.41565, 1.72194, 4.13614], [1.84610, 2.01444, 4.88244], [2.58865, 3.17064, 2.36146], [-3.07653, 0.89726, 3.93686], [-2.11776, 1.62002, 2.97390], [-0.90126, 1.08158, 3.44043], [-1.07091, 0.62711, 4.71659], [-0.20163, 0.09357, 5.43612], [-2.27509, 0.91769, 5.05099], [-2.22110, 2.93026, 2.92109], [-3.24155, -0.13800, 3.63834], [-4.07981, 1.32262, 3.96110], [-2.44357, 1.25229, 2.00091], [1.11569, -5.04891, 1.04266], [-0.23072, -4.75140, 1.47847], [-0.63053, -5.72315, 2.49043], [0.30686, -6.67755, 2.48210], [0.23092, -7.72685, 3.10865], [1.42038, -6.15984, 1.87057], [-0.93089, -4.92398, 0.41377], [1.71995, -4.17210, 1.27538], [0.97615, -5.30100, -0.00857], [-0.30980, -3.71139, 1.79504], [2.44924, 0.13923, -3.17450], [3.58997, 0.46670, -2.17423], [3.17459, -0.43942, -1.16170], [2.78316, -1.54705, -1.77875], [2.53399, -2.65115, -1.27855], [2.43927, -1.19145, -3.04801], [3.52173, 1.74990, -1.85427], [2.91157, 0.51304, -4.08806], [1.49228, 0.56961, -2.87935], [4.58219, 0.21903, -2.55141], [4.13035, -2.68956, 1.93920], [4.19118, -1.68023, 2.99760], [3.91336, -2.48995, 4.13820], [3.93568, -3.89131, 3.74004], [3.78520, -4.82398, 4.36018], [4.17440, -4.00493, 2.47238], [3.39319, -0.66169, 2.71429], [4.91151, -2.43163, 1.22409], [3.16936, -2.58028, 1.43656], [5.22088, -1.36474, 3.16580], [7.48392, 2.98969, 1.07998], [6.82189, 3.91920, 1.97901], [5.47560, 3.67175, 1.61546], [5.33207, 2.38815, 1.17229], [4.20852, 1.79742, 1.00547], [6.60062, 1.87385, 1.13386], [7.22641, 5.19158, 1.85105], [8.43896, 2.64879, 1.47970], [7.48141, 3.29733, 0.03430], [6.82891, 3.70950, 3.04863], [-0.60088, -3.15574, -2.83497], [-1.98806, -3.69826, -3.10706], [-1.74595, -4.98855, -3.53202], [-0.53136, -5.06932, -3.96175], [-0.04672, -5.99774, -4.50915], [0.03088, -3.87602, -3.85857], [-2.56812, -3.02164, -4.15662], [-0.12634, -3.58917, -1.95460], [-0.48251, -2.08392, -2.99403], [-2.64431, -3.53842, -2.25156]], "forces_ev_per_angstrom": [[0.2, -0.4, 0.8], [0.1, 1.8, -0.3], [-0.5, -1.6, -1.1], [2.1, -1.4, 1.8], [-1.5, 1.6, -0.2], [-0.2, 0.1, -0.9], [-0.1, -0.5, -0.6], [0.0, 0.7, 0.1], [0.3, -0.2, 0.2], [-0.3, -0.1, 0.0], [-0.3, 1.8, 0.3], [-0.7, 2.3, -0.7], [-2.0, -2.7, -1.0], [4.2, -3.0, 3.7], [-2.1, 4.1, -2.5], [1.5, -1.3, 1.5], [-0.3, -0.4, -0.8], [-0.2, 0.0, -0.4], [0.1, -0.2, 0.1], [-0.2, -0.5, -0.1], [0.1, 2.2, 0.0], [1.6, 0.9, 0.7], [-0.3, -0.6, 0.6], [0.0, 0.1, 1.3], [-0.1, 1.3, -3.1], [-0.3, -1.6, 1.2], [-0.3, -2.9, -1.7], [-0.7, 0.4, -0.5], [0.0, -0.5, 0.2], [-0.2, 0.6, 1.0], [-0.5, 0.0, 0.4], [0.0, -1.9, 0.8], [-0.6, 2.0, 0.0], [0.4, -4.7, -2.0], [-0.5, 1.5, 1.3], [0.9, 1.4, 0.0], [0.2, 1.6, -0.1], [-0.4, 0.2, -0.3], [0.4, -0.4, -0.1], [-0.1, 0.3, -0.1], [-0.4, 0.4, 1.0], [-0.4, -2.5, 0.0], [-1.2, 0.1, -0.6], [-3.8, 1.0, -3.6], [5.0, 0.7, 4.2], [1.3, -0.4, 0.4], [0.3, 1.1, -0.8], [-0.4, -0.4, -0.2], [-0.3, 0.1, -0.2], [-0.2, -0.1, 0.0], [-0.2, 1.0, -0.9], [0.5, -1.1, 0.7], [0.6, 0.4, -1.2], [-1.9, 3.5, 4.2], [3.1, -4.1, -4.4], [-2.0, -1.2, 1.3], [-0.4, 1.1, -0.8], [0.0, 0.1, 0.7], [0.4, 0.0, -0.5], [0.0, 0.2, 0.8], [2.0, -1.7, -2.1], [0.7, -0.5, -1.7], [1.1, -2.4, 1.0], [-3.5, 3.0, 1.8], [2.9, -1.5, -0.8], [-2.3, 3.2, 0.4], [-0.7, 0.5, 0.8], [0.6, -0.7, -0.2], [-0.2, 0.4, 0.3], [-0.3, -0.1, 0.5], [0.0, 1.9, -0.2], [0.1, -1.1, -0.6], [-1.5, -0.4, -2.5], [6.2, 3.1, 1.8], [-3.7, -1.5, -1.0], [-0.5, -3.4, 3.0], [-0.2, 0.1, -0.3], [0.1, 0.3, -0.2], [0.0, 0.4, 0.1], [-0.4, 0.4, -0.3], [-0.5, 0.8, -1.9], [-2.2, -3.6, -1.0], [1.1, 0.5, -1.0], [4.6, -1.4, 2.0], [-2.9, 2.1, -3.0], [-2.4, -0.5, 4.0], [0.6, 1.7, 0.8], [0.2, -0.1, -0.3], [0.3, 0.5, 0.9], [1.1, 0.0, -0.5], [1.1, -0.4, 1.3], [-0.4, 1.4, 2.9], [-0.2, 1.1, -1.5], [1.2, -1.1, 1.9], [0.4, 2.4, -1.8], [0.8, -2.0, -0.1], [-4.0, -0.4, -3.1], [0.7, -0.6, -0.4], [1.1, -0.1, 0.0], [-0.6, -0.2, 0.7], [2.7, 3.1, 0.0], [-2.2, 0.1, -1.2], [1.6, 0.1, 1.8], [-2.6, -3.0, 1.1], [1.3, 3.5, -1.6], [-0.4, -4.3, -0.6], [0.3, 0.4, 1.1], [-1.0, -0.3, -0.7], [0.2, 0.4, -0.3], [0.1, -0.1, 0.2], [-0.6, 0.1, -3.2], [1.9, -2.1, 1.5], [-0.8, -1.4, 0.3], [0.2, 4.8, -1.3], [-1.0, -3.9, 4.9], [1.0, 1.8, -2.5], [-0.7, 0.7, 0.7], [0.1, -0.9, -0.2], [0.0, 0.1, -0.2], [-0.1, 0.9, 0.0], [1.5, -1.6, -0.3], [-0.7, 0.5, 1.6], [-2.1, 0.4, -0.8], [-3.4, -1.6, 0.7], [5.8, 2.8, 0.6], [-1.8, -1.0, -0.7], [-0.5, 0.3, -0.7], [0.1, 0.1, -0.5], [0.5, 0.5, 0.2], [0.6, -0.3, 0.1], [-0.1, -0.6, -0.6], [-0.6, 1.7, 1.3], [-3.5, -0.7, 1.9], [1.9, -0.1, -2.2], [0.3, -0.8, 0.0], [2.9, 0.7, -1.1], [0.0, 0.1, -0.2], [-0.6, 0.9, 0.8], [-0.1, -0.3, 0.3], [-0.3, -0.9, -0.1]], "mulliken_charge": [-0.24, 0.31, -0.17, 0.46, -0.44, -0.36, -0.34, 0.09, 0.29, 0.31, 1.10, 1.59, 0.53, -0.06, -0.68, 0.23, -0.21, 0.12, -1.90, -0.89, -0.69, 0.08, -0.33, 0.12, -0.28, 0.24, -0.22, 0.41, 0.28, 0.37, -0.53, 0.32, -0.35, 0.27, -0.58, 0.47, -0.32, 0.35, 0.26, 0.21, -0.40, 1.18, -0.37, 0.63, -0.62, -0.30, -0.31, 0.26, 0.28, -0.30, -0.16, 0.22, -0.29, 0.57, -0.60, -0.35, -0.17, 0.32, 0.18, 0.26, -0.22, 0.33, -0.23, 0.60, -0.61, -0.34, -0.14, 0.31, 0.17, 0.13, 0.16, 0.81, -0.29, 0.56, -0.65, -0.35, -0.33, 0.05, 0.12, -0.10, -0.71, 1.24, 0.10, 0.33, -0.59, -0.34, -0.31, 0.34, 0.43, -0.40, 1.08, 0.71, -0.35, 0.57, -0.60, -0.40, -0.35, -0.74, 0.14, -0.03, 0.52, -0.24, 0.28, 0.17, -0.46, -0.34, -0.17, 0.49, -0.42, 0.38, 0.64, 0.04, -0.34, 0.54, -0.43, -0.38, 0.06, 0.30, -0.63, 0.22, -0.45, 0.30, -0.30, 0.12, 0.01, -0.29, -0.28, 0.28, 0.29, 0.29, 0.71, 0.58, -0.35, 0.55, -0.57, -0.46, -0.34, -0.30, -0.38, 0.41], "e_lumo_ev": -0.2624, "orbital_gap_ev": 10.052, "multiplicity": 1}

---

{"formula": "C4H8LiO3", "method": "the ωB97M-V functional and the def2-TZVPD basis", "species": ["H", "O", "O", "C", "O", "C", "C", "C", "H", "H", "H", "H", "H", "H", "H", "Li"], "positions_angstrom": [[1.31031, 0.00785, -1.01856], [3.04244, 1.17053, -0.10368], [4.86016, 0.09999, -0.75985], [4.34929, 0.74664, 0.11528], [4.74500, 1.01463, 1.30862], [6.12577, 0.70784, 1.63354], [2.12766, 1.34935, 0.85944], [0.77843, 0.98892, 0.39038], [6.25671, 1.05141, 2.66025], [6.27573, -0.37295, 1.55003], [6.78430, 1.25061, 0.94829], [2.42424, 1.05247, 1.87270], [0.87659, 2.15311, 1.06834], [0.44778, 1.55229, -0.48804], [0.28248, 0.41430, 1.18990], [3.30912, -0.19859, -1.93161]], "forces_ev_per_angstrom": [[-0.2, -0.3, 0.8], [1.5, 0.9, -1.4], [0.2, 0.2, -0.6], [-1.4, 0.1, 1.2], [0.2, 0.4, -0.1], [0.4, -0.2, 0.1], [-2.8, -1.3, 1.4], [2.1, -0.1, -1.2], [0.0, -0.1, -0.3], [0.0, 0.3, 0.0], [-0.2, -0.2, 0.2], [-0.1, 0.1, -0.5], [1.9, 0.5, 0.1], [-0.8, -0.6, 0.8], [-0.6, 0.3, -0.9], [-0.4, 0.0, 0.2]], "nbo_charge": [-0.32, -0.52, -0.67, 1.03, -0.46, -0.26, 0.09, -0.60, 0.23, 0.22, 0.22, 0.22, 0.32, 0.28, 0.31, 0.94], "e_lumo_ev": [-4.3899, -4.3860], "total_charge": 1, "orbital_gap_ev": [7.550, 7.556], "multiplicity": 1}

---

ΔE to the lowest compared entry with this formula, charge and spin (computed, kcal/mol): 42.2, 199.3, 9.5